1.
{"formula": "C9H33N16O11", "method": "the ωB97M-V functional and the def2-TZVPD basis", "species": ["O", "C", "O", "O", "H", "C", "O", "N", "N", "H", "H", "H", "H", "C", "O", "N", "N", "H", "H", "H", "H", "C", "O", "N", "N", "H", "H", "H", "H", "C", "O", "N", "N", "H", "H", "H", "H", "C", "O", "N", "N", "H", "H", "H", "H", "C", "O", "N", "N", "H", "H", "H", "H", "C", "O", "N", "N", "H", "H", "H", "H", "C", "O", "N", "N", "H", "H", "H", "H"], "xyz": [[-0.282, 0.650, -0.897], [-0.510, 0.954, 0.458], [-0.052, 0.155, 1.315], [-1.300, 1.908, 0.629], [-0.836, 1.461, -1.058], [2.240, 2.066, -3.392], [1.964, 3.190, -2.951], [1.523, 0.992, -3.033], [3.420, 1.817, -4.040], [1.846, 0.122, -3.420], [0.899, 1.015, -2.242], [3.455, 1.208, -4.842], [3.842, 2.731, -4.163], [-3.130, -1.511, 2.662], [-3.728, -2.445, 3.211], [-3.479, -1.092, 1.416], [-2.127, -0.762, 3.202], [-4.402, -1.278, 1.073], [-2.891, -0.357, 1.063], [-1.406, -0.495, 2.540], [-1.942, -1.127, 4.128], [-3.251, 4.054, -1.733], [-3.977, 4.593, -2.572], [-1.976, 4.437, -1.546], [-3.705, 3.137, -0.826], [-1.567, 5.172, -2.090], [-1.435, 4.010, -0.813], [-3.040, 2.975, -0.090], [-4.705, 3.215, -0.734], [1.449, 2.334, 3.605], [2.061, 3.015, 4.419], [2.020, 1.395, 2.776], [0.079, 2.272, 3.651], [2.651, 1.911, 2.175], [1.438, 0.692, 2.331], [-0.410, 1.809, 2.902], [-0.317, 3.039, 4.169], [-0.448, -3.359, -0.977], [-1.261, -2.954, -1.810], [0.115, -2.512, -0.063], [-0.070, -4.647, -0.810], [0.621, -2.855, 0.736], [-0.019, -1.519, -0.134], [-0.740, -5.306, -1.167], [0.713, -4.824, -0.210], [-2.691, 0.492, -3.315], [-2.847, 1.420, -4.112], [-3.201, 0.404, -2.050], [-2.103, -0.671, -3.651], [-3.023, -0.378, -1.451], [-3.788, 1.193, -1.815], [-1.687, -1.212, -2.904], [-1.647, -0.792, -4.538], [3.827, -1.406, -0.778], [3.526, -2.537, -0.413], [4.772, -1.168, -1.723], [3.290, -0.279, -0.257], [5.167, -1.967, -2.185], [4.867, -0.275, -2.174], [2.475, -0.365, 0.328], [3.710, 0.614, -0.434], [1.627, -3.246, 3.696], [2.038, -4.365, 4.007], [2.156, -2.144, 4.294], [0.695, -3.003, 2.732], [3.086, -2.348, 4.621], [1.909, -1.222, 3.974], [0.353, -3.840, 2.293], [0.161, -2.191, 3.006]], "e_lumo_ha": 0.0789, "e_above_lowest_kj_mol": 182.9, "homo_lumo_gap_ev": 9.257, "max_force_ev_per_a": 3.1, "multiplicity": 1, "total_charge": -1}



2.
{"formula": "C9H33N16O11Ti", "method": "the ωB97M-V functional and the def2-TZVPD basis", "species": ["Ti", "O", "C", "O", "O", "H", "C", "O", "N", "N", "H", "H", "H", "H", "C", "O", "N", "N", "H", "H", "H", "H", "C", "O", "N", "N", "H", "H", "H", "H", "C", "O", "N", "N", "H", "H", "H", "H", "C", "O", "N", "N", "H", "H", "H", "H", "C", "O", "N", "N", "H", "H", "H", "H", "C", "O", "N", "N", "H", "H", "H", "H", "C", "O", "N", "N", "H", "H", "H", "H"], "xyz": [[5.415, 17.401, 11.311], [8.570, 14.026, 9.834], [9.753, 14.638, 9.886], [10.691, 14.131, 9.321], [9.802, 15.757, 10.399], [8.882, 13.344, 9.235], [10.174, 18.512, 4.698], [10.453, 19.251, 3.790], [10.089, 18.990, 5.885], [10.297, 17.258, 4.803], [10.217, 19.991, 5.918], [9.862, 18.464, 6.717], [10.474, 16.659, 4.008], [10.028, 16.838, 5.681], [11.123, 17.911, 16.688], [11.721, 18.355, 17.638], [10.354, 16.891, 16.629], [11.099, 18.478, 15.502], [9.779, 16.790, 15.805], [10.129, 16.472, 17.520], [11.692, 19.262, 15.272], [10.897, 17.881, 14.713], [13.893, 12.587, 2.681], [13.983, 12.337, 1.522], [12.908, 12.229, 3.463], [14.838, 13.190, 3.389], [12.105, 11.858, 2.976], [12.972, 12.565, 4.414], [15.689, 13.504, 2.945], [14.685, 13.449, 4.353], [10.860, 8.004, 7.669], [9.911, 8.751, 7.709], [11.043, 7.036, 6.787], [11.986, 8.182, 8.339], [10.448, 7.046, 5.970], [11.973, 6.651, 6.866], [12.214, 8.963, 8.937], [12.567, 7.359, 8.405], [17.098, 14.231, 10.350], [18.264, 14.175, 10.603], [16.321, 15.150, 10.692], [16.475, 13.257, 9.752], [16.669, 15.921, 11.243], [15.319, 15.023, 10.688], [15.584, 13.457, 9.320], [17.034, 12.423, 9.638], [14.206, 22.296, 9.882], [13.223, 22.869, 9.582], [15.144, 22.889, 10.531], [14.428, 21.050, 9.684], [15.914, 22.335, 10.876], [14.793, 23.749, 10.928], [15.120, 20.795, 10.373], [13.682, 20.465, 9.334], [5.497, 9.391, 3.043], [6.289, 8.599, 2.738], [5.444, 10.019, 4.134], [4.367, 9.694, 2.434], [6.078, 9.779, 4.882], [4.642, 10.631, 4.194], [3.717, 10.267, 2.953], [4.147, 9.295, 1.533], [4.465, 12.513, 14.296], [4.789, 13.677, 14.141], [3.583, 12.105, 15.160], [4.919, 11.496, 13.560], [3.480, 11.194, 15.582], [3.109, 12.910, 15.545], [5.591, 11.724, 12.842], [5.204, 10.608, 13.948]], "e_lumo_ha": [-0.1426, -0.1121], "e_above_lowest_kj_mol": 1053.7, "homo_lumo_gap_ev": [3.434, 4.206], "max_force_ev_per_a": 8.3, "multiplicity": 4, "total_charge": 0}



3.
{"formula": "C9H34KNO11", "method": "the ωB97M-V functional and the def2-TZVPD basis", "species": ["K", "N", "O", "O", "O", "O", "H", "H", "O", "H", "H", "O", "H", "H", "O", "H", "H", "O", "H", "H", "C", "C", "C", "O", "H", "H", "H", "H", "H", "H", "H", "H", "C", "C", "C", "O", "H", "H", "H", "H", "H", "H", "H", "H", "C", "C", "C", "O", "H", "H", "H", "H", "H", "H", "H", "H"], "xyz": [[-0.285, -4.016, 1.039], [-0.835, -0.679, -0.281], [0.058, -1.482, 0.054], [-1.346, 0.043, 0.545], [-1.266, -0.692, -1.387], [-3.742, 0.746, -0.714], [-2.792, 0.694, -0.602], [-3.897, 0.416, -1.600], [-2.258, -3.453, -1.380], [-2.345, -2.524, -1.593], [-3.156, -3.752, -1.237], [2.467, -1.897, -1.203], [1.688, -1.909, -0.648], [2.138, -1.673, -2.073], [-1.324, -1.068, -4.708], [-1.828, -0.675, -3.995], [-1.377, -2.010, -4.549], [1.142, -1.000, -3.247], [0.520, -0.970, -2.519], [0.614, -0.801, -4.021], [2.541, 1.289, 0.730], [3.672, 0.305, 1.111], [3.176, -0.884, 1.922], [4.382, -0.197, 0.050], [1.748, 0.666, 0.317], [2.683, 1.997, -0.087], [2.139, 1.844, 1.578], [4.370, 0.872, 1.725], [2.894, -0.612, 2.939], [3.989, -1.607, 1.983], [2.337, -1.479, 1.561], [3.711, -0.571, -0.525], [-1.363, -0.217, 4.547], [-0.508, -1.154, 3.736], [0.175, -2.220, 4.593], [-1.260, -1.844, 2.684], [-1.811, 0.667, 4.093], [-0.686, 0.210, 5.286], [-2.077, -0.838, 5.089], [0.215, -0.476, 3.281], [0.837, -2.918, 4.082], [-0.573, -2.792, 5.142], [0.635, -1.777, 5.477], [-1.443, -1.135, 2.064], [-0.124, 2.481, -1.858], [-0.946, 3.120, -2.951], [-2.209, 3.758, -2.486], [-0.189, 4.140, -3.598], [0.403, 3.293, -1.357], [0.642, 1.749, -2.115], [-0.840, 2.043, -1.163], [-1.093, 2.420, -3.774], [-2.022, 4.392, -1.620], [-2.853, 2.936, -2.174], [-2.785, 4.390, -3.162], [0.061, 4.849, -3.001]], "e_lumo_ha": -0.0362, "e_above_lowest_kj_mol": 0.0, "homo_lumo_gap_ev": 8.345, "max_force_ev_per_a": 4.7, "multiplicity": 1, "total_charge": 0}